(1)
Below is a molecular structure, C3H5NO at a distorted geometry, with properties calculated with ωB97M-V/def2-TZVPD.

The value obtained for the HOMO energy is -0.3230 Eh. As for the max |F|: 0.184 Eh/bohr. The energy above the lowest of the compared OMol25 structures with the same formula, charge and spin is 53.4 kcal per mole. The frontier orbital gap comes out at 9.1 eV. As for the net charge: 0.

Element x y z (Å)
1 C 0.038 0.612 -0.134
2 C 0.274 -0.710 0.076
3 C -0.729 -1.611 -0.373
4 H 0.263 2.575 0.234
5 H 1.215 1.568 1.339
6 H -0.791 0.778 -0.804
7 H 1.101 -0.974 0.652
8 H -0.301 -2.600 -0.206
9 N 0.720 1.656 0.147
10 O -1.790 -1.294 -0.932



(2)
Below is 2 unconnected molecules or ions with the total composition C42H41N3OP at a distorted geometry, with properties calculated with ωB97M-V/def2-TZVPD.

The value obtained for the HOMO energy is -0.3573 Eh. As for the max |F|: 0.052 Eh/bohr. The frontier orbital gap comes out at 5.1 eV. As for the net charge: +1.

Element x y z (Å)
1 C -4.390 -4.661 0.598
2 N -3.801 -3.384 0.272
3 C -4.278 -2.210 0.785
4 O -5.259 -2.094 1.517
5 C -3.383 -1.098 0.244
6 C -2.697 -0.282 1.368
7 C -3.673 0.463 2.202
8 C -4.616 1.409 1.804
9 N -5.417 1.721 2.887
10 C -4.981 1.018 4.008
11 C -5.496 0.978 5.299
12 C -4.878 0.113 6.217
13 C -3.820 -0.725 5.821
14 C -3.321 -0.695 4.511
15 C -3.880 0.211 3.609
16 N -2.426 -1.827 -0.592
17 C -1.451 -1.156 -1.237
18 C -0.469 -1.772 -2.002
19 C 0.594 -1.141 -2.639
20 C 1.416 -1.836 -3.591
21 C 2.278 -1.124 -4.476
22 C 3.169 -1.794 -5.313
23 C 3.176 -3.199 -5.363
24 C 2.256 -3.922 -4.588
25 C 1.388 -3.257 -3.723
26 C -2.639 -3.281 -0.601
27 C -1.463 -4.073 -0.007
28 C -2.985 -3.882 -1.975
29 H -5.205 -4.500 1.307
30 H -4.778 -5.151 -0.305
31 H -3.641 -5.328 1.047
32 H -3.994 -0.407 -0.369
33 H -2.140 -0.979 2.019
34 H -1.963 0.407 0.915
35 H -4.757 1.844 0.826
36 H -6.201 2.363 2.857
37 H -6.342 1.618 5.550
38 H -5.222 0.084 7.250
39 H -3.382 -1.413 6.545
40 H -2.526 -1.352 4.155
41 H -1.465 -0.074 -1.099
42 H -0.573 -2.850 -2.107
43 H 0.792 -0.083 -2.466
44 H 2.219 -0.034 -4.476
45 H 3.851 -1.219 -5.944
46 H 3.856 -3.726 -6.033
47 H 2.200 -5.012 -4.662
48 H 0.690 -3.848 -3.122
49 H -1.291 -3.768 1.035
50 H -1.716 -5.141 -0.043
51 H -0.548 -3.915 -0.582
52 H -3.930 -3.462 -2.347
53 H -2.192 -3.697 -2.705
54 H -3.100 -4.968 -1.853
55 C 5.122 4.026 -3.555
56 C 4.772 2.682 -3.749
57 C 3.860 2.063 -2.893
58 C 3.293 2.775 -1.812
59 P 2.203 1.835 -0.643
60 C 3.488 1.112 0.475
61 C 3.037 0.262 1.510
62 C 3.928 -0.211 2.474
63 C 5.292 0.101 2.389
64 C 5.754 0.889 1.333
65 C 4.865 1.361 0.361
66 C 1.635 3.236 0.444
67 C 0.523 3.995 0.015
68 C 0.145 5.154 0.698
69 C 0.820 5.540 1.864
70 C 1.872 4.753 2.339
71 C 2.252 3.593 1.654
72 C 3.589 4.142 -1.680
73 C 4.532 4.749 -2.516
74 H 5.850 4.504 -4.214
75 H 5.223 2.113 -4.566
76 H 3.584 1.016 -3.046
77 H 1.981 -0.014 1.554
78 H 3.560 -0.817 3.305
79 H 5.988 -0.264 3.147
80 H 6.810 1.156 1.260
81 H 5.250 1.934 -0.483
82 H -0.033 3.670 -0.866
83 H -0.675 5.768 0.319
84 H 0.527 6.448 2.398
85 H 2.415 5.041 3.241
86 H 3.043 2.969 2.066
87 H 3.094 4.739 -0.914
88 H 4.804 5.792 -2.343



(3)
Below is 5 unconnected molecules or ions with the total composition C9H18Cl10O2 at a distorted geometry, with properties calculated with ωB97M-V/def2-TZVPD.

The value obtained for the HOMO energy is -0.3821 Eh. As for the max |F|: 0.052 Eh/bohr. The energy above the lowest of the compared OMol25 structures with the same formula, charge and spin is 36.3 kcal per mole. The frontier orbital gap comes out at 10.3 eV. As for the net charge: 0.

Element x y z (Å)
1 Cl 1.484 1.392 -1.501
2 C 0.957 -0.287 -1.180
3 Cl 2.332 -1.339 -0.759
4 Cl -0.161 -0.279 0.237
5 Cl 0.155 -1.011 -2.524
6 Cl 6.277 0.622 -2.259
7 C 6.636 1.431 -3.770
8 C 5.517 1.055 -4.833
9 Cl 5.730 2.039 -6.255
10 H 7.669 1.259 -4.074
11 H 6.623 2.505 -3.588
12 H 4.577 1.368 -4.378
13 H 5.505 -0.027 -4.960
14 Cl -5.171 1.178 3.811
15 C -4.938 1.849 2.173
16 C -5.177 0.767 1.129
17 Cl -6.892 0.379 0.888
18 H -3.874 2.071 2.096
19 H -5.681 2.638 2.057
20 H -4.486 -0.075 1.177
21 H -4.951 1.141 0.131
22 Cl 0.134 6.207 0.550
23 C 0.069 5.748 2.269
24 C 0.833 4.454 2.518
25 Cl 0.560 3.857 4.252
26 H -0.952 5.637 2.634
27 H 0.577 6.504 2.867
28 H 1.904 4.509 2.324
29 H 0.553 3.772 1.715
30 O -2.579 -6.883 1.770
31 C -1.217 -6.502 1.362
32 C -1.122 -5.437 0.264
33 O -2.138 -5.314 -0.719
34 H -3.213 -6.519 1.148
35 H -0.643 -6.154 2.221
36 H -0.699 -7.409 1.052
37 H -0.232 -5.662 -0.324
38 H -1.054 -4.439 0.696
39 H -2.912 -5.044 -0.218



(4)
Below is 2 unconnected molecules or ions with the total composition C2HNO3S at a distorted geometry, with properties calculated with ωB97M-V/def2-TZVPD.

The value obtained for the HOMO energy (alpha / beta) is -0.2361 / -0.3853 Eh. The expectation value of S² is 2.01. As for the max |F|: 0.104 Eh/bohr. The energy above the lowest of the compared OMol25 structures with the same formula, charge and spin is 11.5 kcal per mole. The frontier orbital gap (alpha / beta) comes out at 6.9 / 7.7 eV. Its spin multiplicity is 3. As for the net charge: 0.

Element x y z (Å)
1 C 1.851 0.327 0.623
2 C -1.375 0.310 -0.614
3 N -0.402 -0.548 -0.290
4 O 1.684 1.429 0.812
5 O -1.972 0.860 -1.452
6 O 2.023 -0.812 0.515
7 S -1.335 -0.053 1.094
8 H -0.475 -1.513 -0.689



(5)
Below is C3H4N8S in the gas phase at a distorted geometry, with properties calculated with ωB97M-V/def2-TZVPD.

The value obtained for the HOMO energy is -0.3112 Eh. As for the max |F|: 0.105 Eh/bohr. The energy above the lowest of the compared OMol25 structures with the same formula, charge and spin is 55.7 kcal per mole. The frontier orbital gap comes out at 7.8 eV. As for the net charge: 0.

Element x y z (Å)
1 C 0.155 0.585 -1.444
2 C 0.033 -0.806 -1.046
3 C -1.468 1.418 0.347
4 N 0.935 1.175 -2.311
5 N 0.677 2.465 -2.230
6 N -0.176 2.697 -1.279
7 N 2.371 -3.293 -0.656
8 N 0.359 -1.807 -0.477
9 N 1.393 -3.734 0.003
10 N 0.386 -2.837 0.159
11 N -0.505 1.560 -0.744
12 S 3.684 -4.223 -0.832
13 H -2.443 1.394 -0.170
14 H -1.232 0.484 0.856
15 H -1.413 2.338 0.919
16 H 4.154 -3.309 -1.717